[1]
Computed, not measured: a 6-piece molecular cluster, C55H69Br2FNO14S2 overall in a non-equilibrium geometry, with ωB97M-V with the def2-TZVPD basis set.

XYZ file:
```
144
C55H69Br2FNO14S2 (ωB97M-V with the def2-TZVPD basis set)
C -0.499 -4.829 -4.150
C 0.762 -4.505 -3.371
C 1.089 -3.016 -3.319
C 2.228 -2.731 -2.325
C 3.326 -1.779 -2.842
C 3.110 -0.319 -2.405
C 3.989 0.137 -1.235
C 4.409 1.615 -1.274
C 4.162 2.355 0.048
C 2.857 3.170 0.003
C 1.627 2.283 0.194
C 1.273 2.135 1.680
C -0.045 1.440 1.961
C -0.687 2.297 3.123
C -1.211 3.644 2.588
C -2.733 3.686 2.448
Br -3.261 4.779 0.943
O -1.054 1.589 0.904
C -1.941 0.567 1.173
Br -3.274 0.653 -0.222
N -0.995 -0.649 1.157
S -0.298 -0.494 -0.513
C -1.820 -1.896 1.457
C -1.725 -3.062 0.460
C -2.691 -3.022 -0.715
C -4.160 -3.124 -0.300
O -4.962 -3.514 -1.390
C -5.265 -2.438 -2.262
C 0.012 -0.150 2.191
C 1.413 -0.766 1.989
C 1.493 -2.268 1.665
S -0.426 -0.585 3.914
O 0.068 -1.879 4.210
O -1.818 -0.389 4.102
F 0.371 0.396 4.771
H -1.396 -4.456 -3.655
H -0.621 -5.911 -4.211
H -0.467 -4.468 -5.177
H 1.615 -5.001 -3.829
H 0.664 -4.906 -2.361
H 1.367 -2.667 -4.313
H 0.177 -2.496 -3.010
H 1.841 -2.303 -1.393
H 2.694 -3.679 -2.067
H 3.362 -1.844 -3.924
H 4.270 -2.117 -2.420
H 3.361 0.312 -3.260
H 2.051 -0.136 -2.205
H 4.868 -0.500 -1.179
H 3.440 -0.061 -0.307
H 5.482 1.642 -1.457
H 3.935 2.149 -2.096
H 4.058 1.595 0.826
H 4.971 3.041 0.275
H 2.877 3.982 0.728
H 2.791 3.612 -0.990
H 0.782 2.799 -0.261
H 1.790 1.319 -0.281
H 1.283 3.141 2.086
H 2.103 1.624 2.171
H 0.066 2.468 3.884
H -1.528 1.802 3.601
H -0.690 3.955 1.690
H -0.942 4.373 3.348
H -3.184 2.702 2.371
H -3.164 4.136 3.335
H -2.486 0.642 2.106
H 0.345 -1.670 -0.573
H -1.539 -2.307 2.420
H -2.870 -1.634 1.534
H -2.007 -3.933 1.056
H -0.698 -3.244 0.161
H -2.512 -3.927 -1.297
H -2.510 -2.195 -1.398
H -4.530 -2.201 0.157
H -4.235 -3.941 0.418
H -4.382 -2.042 -2.770
H -5.937 -2.817 -3.025
H -5.760 -1.639 -1.706
H 1.948 -0.626 2.926
H 1.965 -0.224 1.229
H 0.685 -2.851 2.092
H 2.392 -2.653 2.139
H 1.609 -2.476 0.607
C 5.432 -3.998 -6.091
C 6.060 -4.501 -7.150
C 5.877 -5.921 -7.552
O 6.450 -6.378 -8.515
C 4.965 -6.754 -6.726
C 4.338 -6.250 -5.667
C 4.523 -4.833 -5.269
O 3.946 -4.373 -4.303
H 5.550 -2.968 -5.780
H 6.727 -3.910 -7.765
H 4.845 -7.784 -7.037
H 3.669 -6.841 -5.054
C -1.135 8.432 5.872
C -0.525 7.409 5.280
C -0.249 7.417 3.822
O 0.305 6.477 3.283
C -0.674 8.605 3.047
C -1.284 9.630 3.636
C -1.562 9.625 5.094
O -2.115 10.558 5.633
H -1.347 8.448 6.933
H -0.204 6.530 5.826
H -0.464 8.588 1.986
H -1.607 10.501 3.089
C 1.880 -3.844 9.336
C 0.718 -3.713 9.970
C -0.495 -3.225 9.264
O -1.554 -3.102 9.839
C -0.360 -2.890 7.823
C 0.802 -3.021 7.190
C 2.014 -3.509 7.896
O 3.071 -3.627 7.314
H 2.776 -4.196 9.831
H 0.598 -3.951 11.019
H -1.256 -2.537 7.327
H 0.920 -2.782 6.142
C -3.121 12.733 1.553
C -3.507 13.931 1.123
C -4.581 14.075 0.106
O -4.931 15.164 -0.288
C -5.208 12.830 -0.408
C -4.820 11.633 0.024
C -3.747 11.490 1.038
O -3.400 10.393 1.429
H -2.341 12.612 2.294
H -3.065 14.849 1.486
H -5.989 12.957 -1.147
H -5.263 10.714 -0.338
C -0.680 -8.062 -7.587
C -1.817 -8.195 -8.264
C -3.005 -8.844 -7.652
O -4.041 -8.966 -8.267
C -2.874 -9.338 -6.257
C -1.736 -9.204 -5.582
C -0.550 -8.555 -6.194
O 0.488 -8.430 -5.576
H 0.198 -7.593 -8.013
H -1.934 -7.842 -9.280
H -3.751 -9.807 -5.831
H -1.618 -9.557 -4.565
```

charge	+1

=====

[2]
Computed, not measured: C55H70KN5O2P4 as an isolated structure in a non-equilibrium geometry, with ωB97M-V with the def2-TZVPD basis set.

XYZ file:
```
137
C55H70KN5O2P4 (ωB97M-V with the def2-TZVPD basis set)
K -0.299 -0.239 0.285
C 0.833 -3.140 3.205
C -0.688 -3.224 3.296
C -1.200 -4.383 2.437
P -1.414 -1.659 2.651
C -3.241 -1.893 2.883
C -3.663 -2.290 4.292
C -4.004 -0.656 2.421
C -0.984 -0.388 3.900
C -0.561 -0.726 5.186
C -0.190 0.222 6.124
C -0.231 1.562 5.745
C -0.647 1.930 4.483
C -1.057 0.981 3.515
N -1.435 1.327 2.237
C -2.177 2.452 2.047
C -3.041 2.964 3.058
C -3.814 4.085 2.879
C -3.798 4.790 1.677
C -3.011 4.285 0.660
C -2.225 3.134 0.789
P -1.360 2.492 -0.702
C 0.030 3.678 -1.005
C -0.348 5.119 -1.321
C 0.965 3.633 0.199
C -2.558 2.888 -2.060
C -3.856 2.123 -1.848
C -1.961 2.539 -3.425
H 1.287 -4.080 3.528
H 1.260 -2.338 3.809
H 1.146 -2.963 2.170
H -0.973 -3.413 4.336
H -1.013 -4.191 1.376
H -2.270 -4.555 2.560
H -0.686 -5.308 2.711
H -3.485 -2.716 2.198
H -3.365 -1.528 5.016
H -3.222 -3.237 4.609
H -4.749 -2.396 4.355
H -3.809 0.196 3.073
H -5.080 -0.855 2.442
H -3.727 -0.334 1.415
H -0.520 -1.773 5.463
H 0.133 -0.071 7.113
H 0.079 2.335 6.439
H -0.657 2.977 4.209
H -3.094 2.445 4.005
H -4.454 4.412 3.691
H -4.394 5.679 1.531
H -3.016 4.805 -0.289
H 0.569 3.248 -1.859
H -0.810 5.590 -0.451
H -1.039 5.214 -2.159
H 0.547 5.698 -1.569
H 0.468 4.052 1.079
H 1.859 4.237 0.005
H 1.302 2.628 0.457
H -2.788 3.955 -2.057
H -3.664 1.047 -1.831
H -4.554 2.324 -2.666
H -4.343 2.385 -0.908
H -1.922 1.454 -3.559
H -0.954 2.933 -3.574
H -2.591 2.933 -4.227
O 1.818 -0.351 -0.767
P 1.797 -0.467 -2.261
C 0.079 -0.597 -2.885
P -0.856 -2.073 -2.381
O -0.613 -2.393 -0.934
C -0.398 -3.424 -3.467
C -0.427 -4.699 -2.906
C -0.113 -5.804 -3.683
C 0.237 -5.641 -5.015
C 0.270 -4.372 -5.577
C -0.049 -3.266 -4.805
C -2.589 -1.692 -2.638
C -3.443 -1.837 -1.549
C -4.800 -1.580 -1.703
C -5.295 -1.179 -2.933
C -4.443 -1.024 -4.021
C -3.091 -1.284 -3.873
C 2.680 -1.903 -2.850
C 2.689 -3.027 -2.026
C 3.296 -4.193 -2.466
C 3.891 -4.239 -3.718
C 3.897 -3.117 -4.535
C 3.292 -1.949 -4.100
C 2.411 1.035 -3.020
C 3.028 1.946 -2.166
C 3.460 3.169 -2.661
C 3.265 3.491 -3.995
C 2.640 2.590 -4.850
C 2.212 1.366 -4.361
H 0.048 -0.439 -3.965
H -0.433 0.262 -2.425
H -0.677 -4.816 -1.859
H -0.137 -6.792 -3.242
H 0.491 -6.504 -5.616
H 0.548 -4.245 -6.615
H -0.006 -2.283 -5.258
H -3.046 -2.142 -0.588
H -5.467 -1.686 -0.857
H -6.351 -0.971 -3.046
H -4.834 -0.704 -4.977
H -2.433 -1.175 -4.728
H 2.206 -2.984 -1.057
H 3.302 -5.068 -1.829
H 4.362 -5.154 -4.056
H 4.378 -3.150 -5.504
H 3.318 -1.071 -4.734
H 3.132 1.708 -1.115
H 3.932 3.880 -1.996
H 3.589 4.452 -4.372
H 2.478 2.842 -5.889
H 1.711 0.681 -5.035
C 4.351 1.320 1.432
N 2.942 1.334 1.818
C 2.785 2.229 2.969
N 3.618 1.813 4.102
C 5.010 1.793 3.658
N 5.232 0.889 2.522
C 4.809 -0.456 2.932
N 3.410 -0.499 3.354
C 2.584 -0.021 2.241
C 3.233 0.445 4.465
H 4.644 2.327 1.119
H 4.479 0.639 0.585
H 1.736 2.234 3.275
H 3.070 3.242 2.670
H 5.646 1.478 4.488
H 5.304 2.804 3.363
H 5.440 -0.787 3.760
H 4.948 -1.141 2.092
H 1.540 -0.040 2.563
H 2.700 -0.677 1.377
H 3.846 0.117 5.309
H 2.186 0.438 4.772
```

charge	0
energy above the lowest of the compared OMol25 structures with the same formula, charge and spin	0.0	kJ/mol

=====

Number 1: HOMO level -11.56 eV, E -9289.01541 Eh. Number 2: HOMO level -5.63 eV, E -4527.56539 Eh.